(a)
Computed, not measured: a single C2H4N4O molecule, with ωB97M-V/def2-TZVPD.

Geometry as XYZ:
```
11
Properties=species:S:1:pos:R:3
C -1.905 0.260 0.029
N -0.916 -0.927 -0.236
C 0.122 -0.453 -0.205
N 0.518 0.946 -0.211
N 1.746 0.946 -0.030
N 2.184 -0.256 -0.171
O 1.295 -1.274 0.033
H -2.482 -0.311 0.876
H -2.337 0.231 -0.952
H -1.391 1.259 0.500
H 3.166 -0.420 0.366
```

As for the LUMO energy: 0.4 eV. Its frontier orbital gap is 9.821 eV. The net charge is 0. The structure (SMILES) is C/N=c1\nn[nH]o1.

(b)
Computed, not measured: a single C2H4N4O molecule, with ωB97M-V/def2-TZVPD.

Geometry as XYZ:
```
11
Properties=species:S:1:pos:R:3
N -1.935 -0.169 -1.257
C -0.629 0.046 -0.953
N 0.300 0.595 -1.620
N 1.940 0.710 0.239
C 1.051 -0.038 0.767
O 1.150 -0.490 2.047
N -0.055 -0.534 0.131
H -2.332 0.339 -2.032
H -2.539 -0.352 -0.469
H 2.635 0.985 0.933
H 0.413 -1.093 2.215
```

As for the LUMO energy (alpha / beta): -2.1 / -1.1 eV. Its frontier orbital gap (alpha / beta) is 7.275 / 8.566 eV. The net charge is 0.

Stability summary - winner: (b); margin: 216.4 kJ/mol.

(a)
Computed, not measured: a single C2H4N4O molecule, with ωB97M-V/def2-TZVPD.

Geometry as XYZ:
```
11
Properties=species:S:1:pos:R:3
N 2.158 0.393 0.205
C 0.851 -0.008 0.095
N 0.466 -1.246 0.324
N -0.897 -1.136 0.178
C -1.213 0.129 -0.104
O -2.486 0.498 -0.277
N -0.147 0.889 -0.189
H 2.862 -0.316 0.075
H 2.372 1.314 -0.137
H -1.506 -1.907 0.394
H -2.471 1.421 -0.567
```

As for the LUMO energy: 0.8 eV. Its frontier orbital gap is 9.152 eV. The net charge is 0. The structure (SMILES) is Nc1n[nH]c(O)n1.

(b)
Computed, not measured: a single C2H4N4O molecule, with ωB97M-V/def2-TZVPD.

Geometry as XYZ:
```
11
Properties=species:S:1:pos:R:3
H 3.019 -0.315 -0.685
N 2.368 0.465 -0.759
C 1.201 0.011 -0.723
N 0.814 -1.382 -0.454
N -0.219 -1.348 0.225
C -0.578 0.084 0.444
N -1.945 0.285 0.627
O 0.074 0.748 -0.656
H -0.013 0.396 1.332
H -2.193 1.265 0.684
H -2.527 -0.209 -0.035
```

As for the LUMO energy: -0.2 eV. Its frontier orbital gap is 10.104 eV. The net charge is 0. The structure (SMILES) is [H]/N=C1\N=N[C@H](N)O1.

Stability summary - winner: (a); margin: 191.5 kJ/mol.

(a)
Computed, not measured: a single C2H4N4O molecule, with ωB97M-V/def2-TZVPD.

Geometry as XYZ:
```
11
Properties=species:S:1:pos:R:3
N -2.219 0.529 0.226
N -1.518 -0.651 -0.371
C -0.198 -0.268 -0.206
C 0.423 1.099 -0.273
N 1.637 0.944 0.068
O 1.926 -0.426 0.169
N 0.759 -1.202 0.061
H -2.220 0.420 1.380
H -3.289 0.126 0.014
H -1.544 -1.480 0.419
H -0.314 2.016 -0.187
```

As for the LUMO energy: 0.5 eV. Its frontier orbital gap is 10.206 eV. The net charge is 0. The structure (SMILES) is NNc1cnon1.

(b)
Computed, not measured: a single C2H4N4O molecule, with ωB97M-V/def2-TZVPD.

Geometry as XYZ:
```
11
Properties=species:S:1:pos:R:3
C -0.773 -0.751 1.176
C -0.388 -0.407 -0.205
N -0.817 -0.785 -1.359
N -0.072 -0.034 -2.346
N 0.738 0.721 -1.774
N 0.579 0.650 -0.462
O 1.528 1.138 0.398
H -0.937 -1.823 1.249
H -1.695 -0.234 1.440
H 0.016 -0.456 1.865
H 1.822 1.982 0.019
```

As for the LUMO energy: 0.6 eV. Its frontier orbital gap is 10.945 eV. The net charge is 0. The structure (SMILES) is Cc1nnnn1O.

(c)
Computed, not measured: a single C2H4N4O molecule, with ωB97M-V/def2-TZVPD.

Geometry as XYZ:
```
11
Properties=species:S:1:pos:R:3
N 2.084 0.327 -0.015
C 0.751 0.119 0.004
N 0.227 -0.925 0.635
N -1.156 -0.752 0.341
C -1.291 0.661 -0.394
O -2.417 1.070 -0.500
N -0.049 1.034 -0.619
H 2.709 -0.400 0.293
H 2.430 1.041 -0.634
H -1.495 -1.522 -0.241
H -1.793 -0.652 1.133
```

As for the LUMO energy: 0.6 eV. Its frontier orbital gap is 9.874 eV. The net charge is 0. The structure (SMILES) is NC1=N[NH2+]C([O-])=N1.

(d)
Computed, not measured: a single C2H4N4O molecule, with ωB97M-V/def2-TZVPD.

Geometry as XYZ:
```
11
Properties=species:S:1:pos:R:3
H -1.943 -1.141 1.390
N -1.042 -0.820 1.036
C -1.212 -0.090 0.021
O -2.402 0.300 -0.474
N -0.147 0.421 -0.788
N 0.763 -0.836 -1.271
C 1.127 -0.001 -0.412
N 2.150 0.453 0.318
H -2.225 0.788 -1.293
H 2.925 -0.172 0.479
H 1.987 1.179 0.996
```

As for the LUMO energy: 0.7 eV. Its frontier orbital gap is 10.180 eV. The net charge is 0. The structure (SMILES) is [H]/N=C(\O)N1N=C1N.

Stability summary - winner: (c); margin: 191.2 kJ/mol.

(a)
Computed, not measured: a single C2H4N4O molecule, with ωB97M-V/def2-TZVPD.

Geometry as XYZ:
```
11
Properties=species:S:1:pos:R:3
H -1.460 -1.612 -0.869
N -1.092 -1.802 -0.019
C -0.482 -0.563 0.334
N 0.317 -0.492 1.389
N 1.159 0.712 1.347
C 1.172 0.966 0.052
N 0.154 0.408 -0.581
O -0.720 0.498 -1.791
H 0.270 -1.013 2.264
H 2.011 1.577 -0.566
H -1.327 1.320 -1.561
```

As for the LUMO energy: 0.0 eV. Its frontier orbital gap is 8.067 eV. The net charge is 0. The structure (SMILES) is [H]/N=c1/[nH]ncn1O.

(b)
Computed, not measured: a 2-piece molecular cluster, C2H4N4O overall, with ωB97M-V/def2-TZVPD.

Geometry as XYZ:
```
11
Properties=species:S:1:pos:R:3
N 1.223 2.244 0.062
C 0.666 1.098 0.447
N 0.428 0.408 1.433
O -0.135 -0.727 1.505
H 0.618 2.894 -0.422
H 2.145 2.173 -0.349
N -0.077 -0.031 -1.022
C -0.507 -1.006 -0.492
N -1.156 -2.173 -0.433
H -1.751 -2.408 -1.210
H -1.454 -2.471 0.482
```

As for the LUMO energy (alpha / beta): 0.8 / 0.8 eV. Its frontier orbital gap (alpha / beta) is 9.931 / 9.931 eV. The net charge is 0. The structure (SMILES) is NC#[N+][O-].N#CN.

(c)
Computed, not measured: a single C2H4N4O molecule, with ωB97M-V/def2-TZVPD.

Geometry as XYZ:
```
11
Properties=species:S:1:pos:R:3
C 1.675 -0.100 0.503
O 0.760 -0.883 -0.178
N -0.367 -0.233 -0.398
C -1.570 -0.315 0.195
N -2.337 0.498 -0.482
N -1.610 1.024 -1.464
N -0.424 0.649 -1.343
H 1.916 0.802 -0.042
H 1.185 0.147 1.488
H 2.541 -0.704 0.534
H -1.770 -0.885 1.188
```

As for the LUMO energy: 0.8 eV. Its frontier orbital gap is 11.305 eV. The net charge is 0. The structure (SMILES) is COn1cnnn1.

Stability summary - winner: (b); margin: 21.5 kJ/mol.

(a)
Computed, not measured: C3H4O2S as an isolated structure, with ωB97M-V/def2-TZVPD.

Geometry as XYZ:
```
10
Properties=species:S:1:pos:R:3
C -0.048 -0.189 0.394
C 0.507 1.092 -0.125
C 0.334 -1.086 -0.602
H -2.060 -0.852 0.540
H 0.375 -0.346 1.492
H -0.267 1.883 -0.348
H 1.392 1.572 0.551
O -1.470 -0.049 0.569
O 0.122 -2.260 -0.884
S 1.115 0.236 -1.586
```

As for the LUMO energy: 0.2 eV. Its frontier orbital gap is 9.991 eV. The net charge is 0.

(b)
Computed, not measured: a 2-piece molecular cluster, C3H4O2S overall, with ωB97M-V/def2-TZVPD.

Geometry as XYZ:
```
10
Properties=species:S:1:pos:R:3
O -3.005 -1.712 0.139
C -2.369 -0.734 -0.032
C -2.337 0.562 0.095
C -1.958 1.808 -0.632
O -1.747 1.592 0.768
H -0.962 1.902 -1.169
H -2.690 2.618 -0.754
S 0.591 -1.604 0.570
H 1.521 -2.116 -0.330
H -0.445 -2.113 -0.245
```

As for the LUMO energy: 0.1 eV. Its frontier orbital gap is 8.866 eV. The net charge is 0. The structure (SMILES) is O=C=C1CO1.S.

(c)
Computed, not measured: a 2-piece molecular cluster, C3H4O2S overall, with ωB97M-V/def2-TZVPD.

Geometry as XYZ:
```
10
Properties=species:S:1:pos:R:3
O -0.595 2.490 0.249
C -1.374 1.726 0.609
O -2.083 0.914 0.962
C -0.038 -1.410 0.035
C 0.398 -0.510 -0.762
S 1.946 0.244 -0.937
H -0.986 -1.793 0.011
H 0.524 -1.806 0.914
H -0.255 0.127 -1.341
H 2.461 0.017 0.260
```

As for the LUMO energy: 0.6 eV. Its frontier orbital gap is 9.520 eV. The net charge is 0. The structure (SMILES) is O=C=O.C=CS.

(d)
Computed, not measured: a single C3H4O2S molecule, with ωB97M-V/def2-TZVPD.

Geometry as XYZ:
```
10
Properties=species:S:1:pos:R:3
O 1.355 -0.025 -1.735
C 0.277 0.250 -1.238
C 0.073 0.197 0.242
S 1.712 0.329 0.999
C -1.079 -0.441 0.885
O -0.974 0.961 0.824
H -0.558 0.646 -1.949
H 2.173 -0.215 -0.160
H -1.999 -0.858 0.241
H -0.981 -0.845 1.890
```

As for the LUMO energy: 0.2 eV. Its frontier orbital gap is 9.565 eV. The net charge is 0. The structure (SMILES) is O=C[C@]1(S)CO1.

Stability summary - winner: (c); margin: 104.3 kJ/mol.

(a)
Computed, not measured: a single C3H4O2S molecule, with ωB97M-V/def2-TZVPD.

Geometry as XYZ:
```
10
Properties=species:S:1:pos:R:3
C 0.337 -0.705 -1.212
C -0.680 0.504 1.240
C 0.703 0.569 -0.743
O 1.076 -1.249 -2.024
O 0.377 0.873 0.507
S 2.076 1.353 -1.443
H -0.462 -1.222 -0.663
H -0.880 1.063 2.249
H -1.486 -0.058 0.796
H 2.143 0.069 -2.116
```

As for the LUMO energy (alpha / beta): -0.2 / -1.0 eV. Its frontier orbital gap (alpha / beta) is 7.731 / 7.293 eV. The net charge is 0.

(b)
Computed, not measured: C3H4O2S as an isolated structure, with ωB97M-V/def2-TZVPD.

Geometry as XYZ:
```
10
Properties=species:S:1:pos:R:3
C -0.917 0.469 0.417
C -1.569 -0.878 -0.147
C 0.369 -0.328 0.170
H -1.099 1.717 -1.117
H -1.105 0.535 1.489
H -2.317 -1.346 0.517
H -2.004 -0.859 -1.175
O -1.141 1.723 -0.119
O -0.272 -1.512 -0.080
S 1.909 0.168 -0.048
```

As for the LUMO energy: 0.1 eV. Its frontier orbital gap is 9.144 eV. The net charge is 0.

(c)
Computed, not measured: C3H4O2S as an isolated structure, with ωB97M-V/def2-TZVPD.

Geometry as XYZ:
```
10
Properties=species:S:1:pos:R:3
C 1.451 -0.152 0.027
C 0.362 0.865 0.494
C -0.515 -0.049 -0.454
O 2.557 -0.398 0.383
O 0.589 -0.854 -0.754
S -1.841 -0.922 0.354
H 0.414 0.639 1.517
H 0.365 1.993 0.395
H -0.914 0.410 -1.364
H -2.467 -1.533 -0.597
```

As for the LUMO energy: 0.7 eV. Its frontier orbital gap is 10.574 eV. The net charge is 0.

(d)
Computed, not measured: a single C3H4O2S molecule, with ωB97M-V/def2-TZVPD.

Geometry as XYZ:
```
10
Properties=species:S:1:pos:R:3
O 1.825 0.986 0.641
C 1.443 -0.117 0.402
C 0.018 -0.419 -0.016
S 0.048 0.080 -1.748
C -1.057 0.492 0.634
O -2.263 0.269 0.576
H 2.096 -0.994 0.329
H -0.202 -1.499 0.102
H -1.300 -0.164 -2.034
H -0.607 1.366 1.114
```

As for the LUMO energy: 0.1 eV. Its frontier orbital gap is 9.800 eV. The net charge is 0. The structure (SMILES) is O=CC(S)C=O.

Stability summary - winner: (c); margin: 21.2 kJ/mol.